Record 1
Molecular formula: C3H2FO3
Method: DFT, ωB97M-V/def2-TZVPD

Properties
Charge   -1
Kohn-Sham gap (alpha / beta)   7.625 / 7.506 eV
Relative energy (zero: lowest compared OMol25 entry of this formula, charge and spin)   117.0 kcal/mol

Each line ends with the natural charge from an NBO analysis.
Positions of all 9 atoms, in Å:
F (1.193, -1.196, -1.056)  -0.420
O (2.406, 0.268, 1.808)  -0.703
O (-0.335, -0.415, 0.419)  -0.579
O (2.272, 1.096, -0.289)  -0.699
C (0.834, -0.550, 0.198)  0.749
C (2.006, 0.373, 0.672)  0.679
C (-2.917, -0.191, -0.334)  -0.190
H (-2.592, 0.925, -0.034)  0.100
H (-2.867, -0.309, -1.384)  0.063

---

Record 2
Molecular formula: CH4Na6O5
Method: DFT, ωB97M-V/def2-TZVPD

Properties
Spin multiplicity   2
Charge   +3
Kohn-Sham gap (alpha / beta)   3.500 / 8.483 eV

Each line ends with the natural charge from an NBO analysis.
Positions of all 16 atoms, in Å:
Na (-16.055, -14.008, -2.598)  0.962
Na (-15.899, -20.219, -5.044)  0.959
Na (-14.762, -16.973, -1.621)  0.817
Na (-15.934, -14.752, -6.205)  0.961
Na (-13.273, -17.703, -6.222)  0.699
Na (-12.717, -19.332, -3.386)  0.609
O (-16.651, -17.783, -8.023)  -0.936
O (-15.797, -17.567, -5.592)  -0.912
O (-15.830, -16.182, -3.997)  -0.973
O (-18.628, -17.213, -4.707)  -0.921
O (-14.654, -17.999, -3.986)  -1.017
C (-15.484, -17.251, -4.485)  0.913
H (-16.380, -17.832, -7.107)  0.471
H (-18.508, -18.016, -5.215)  0.468
H (-16.760, -16.847, -8.192)  0.450
H (-17.742, -16.873, -4.583)  0.451

---

Record 3
Molecular formula: C40H77N2O10S4
Method: DFT, ωB97M-V/def2-TZVPD

Properties
Charge   -1
Kohn-Sham gap   6.209 eV

Each line ends with the Löwdin charge.
Positions of all 133 atoms, in Å:
S (2.148, 2.145, 2.024)  0.642
S (-5.403, 5.055, 2.374)  0.630
S (-2.930, 4.197, 4.019)  0.752
S (3.409, -0.242, 3.095)  0.703
O (2.780, 2.792, 3.278)  -0.457
O (8.461, -3.030, 0.498)  -0.177
O (-4.537, 6.433, -1.810)  -0.177
O (4.889, -0.592, 2.718)  -0.468
O (0.661, -4.770, 1.461)  -0.163
O (-0.235, -3.825, -4.904)  -0.167
O (10.050, -8.725, 2.972)  -0.167
O (-9.026, 8.311, -2.560)  -0.175
O (2.699, 2.968, 0.794)  -0.461
O (2.710, -1.639, 3.321)  -0.509
N (2.598, 0.485, 1.731)  -0.374
N (-4.473, 2.337, 2.406)  -0.165
C (9.746, -2.829, 1.080)  -0.285
C (2.993, -4.046, 1.762)  -0.098
C (-10.010, 7.239, -4.545)  -0.084
C (-4.499, 7.796, -1.395)  -0.269
C (12.232, -8.753, 1.834)  -0.087
C (-3.179, 2.590, -1.677)  -0.043
C (0.281, 2.251, 1.924)  -0.268
C (-5.267, 8.728, -2.316)  -0.073
C (-2.134, 1.299, -1.759)  -0.053
C (-9.023, 7.156, -3.394)  -0.277
C (1.796, -4.793, 2.322)  -0.272
C (-10.696, 7.519, -0.934)  -0.082
C (-6.505, 0.659, 1.432)  -0.004
C (0.822, -5.370, 0.179)  -0.288
C (9.812, -3.217, 2.546)  -0.081
C (-2.489, 6.463, -3.174)  -0.078
C (-9.050, 0.470, 2.859)  -0.094
C (-10.249, 8.610, -1.892)  -0.278
C (-5.875, 1.779, 2.502)  -0.125
C (8.877, -7.310, 1.335)  -0.073
C (-3.828, 2.089, 1.060)  -0.181
C (-4.380, 3.781, 2.847)  -0.957
C (-2.796, 0.802, 0.955)  -0.006
C (-6.924, 2.210, 3.731)  -0.040
C (10.884, -9.419, 2.048)  -0.283
C (-1.299, 4.105, 3.087)  -0.472
C (0.354, -3.729, -3.610)  -0.278
C (-1.960, 0.389, -0.399)  -0.063
C (1.725, -3.077, -3.618)  -0.076
C (-0.468, 2.697, 3.313)  -0.255
C (0.615, -6.064, -5.470)  -0.086
C (7.565, -0.780, 0.934)  -0.081
C (9.680, -7.394, 2.621)  -0.282
C (7.384, -2.283, 1.057)  -0.271
C (1.149, -6.852, 0.243)  -0.087
C (-4.016, 2.997, -0.291)  0.020
C (0.468, -4.605, -5.867)  -0.282
C (-8.437, 1.605, 3.913)  -0.084
C (-8.042, 0.040, 1.609)  -0.078
C (-3.969, 6.139, -3.083)  -0.282
H (-4.101, 5.064, -3.240)  0.088
H (8.399, -0.426, 1.547)  0.066
H (-6.539, 3.000, 4.535)  0.086
H (-0.323, -3.113, -3.007)  0.118
H (-4.734, 3.943, -0.288)  0.076
H (1.441, -4.154, -6.086)  0.105
H (6.662, -0.258, 1.263)  0.054
H (-2.076, 6.107, -4.123)  0.078
H (-11.033, 8.845, -2.619)  0.105
H (1.694, -2.115, -4.139)  0.084
H (8.020, -7.991, 1.369)  0.084
H (-9.187, 6.253, -2.796)  0.111
H (-0.357, -6.493, -5.208)  0.082
H (-8.011, 7.074, -3.807)  0.112
H (-0.104, 1.186, 1.578)  0.083
H (-11.566, 7.848, -0.359)  0.076
H (2.462, -3.702, -4.130)  0.067
H (12.126, -7.789, 1.328)  0.066
H (-4.791, 8.801, -3.298)  0.068
H (0.386, -4.714, -3.132)  0.097
H (10.360, -9.566, 1.098)  0.105
H (0.423, -7.381, 0.868)  0.080
H (-4.957, 7.831, -0.401)  0.117
H (9.437, -4.234, 2.695)  0.063
H (10.076, -1.796, 0.928)  0.104
H (-5.312, 9.735, -1.891)  0.080
H (-1.449, 4.366, 1.949)  0.093
H (7.217, -2.578, 2.099)  0.107
H (1.049, -6.642, -6.291)  0.074
H (0.309, 2.756, 4.203)  0.115
H (10.842, -3.161, 2.911)  0.074
H (2.078, -2.914, -2.595)  0.078
H (10.566, -6.752, 2.578)  0.101
H (-3.263, 3.241, -2.670)  0.067
H (-1.220, -0.542, -0.334)  0.105
H (12.878, -9.385, 1.217)  0.074
H (3.278, 0.448, 4.310)  0.070
H (-9.870, 8.167, -5.109)  0.083
H (-0.132, -5.245, -0.343)  0.111
H (-3.462, 8.128, -1.271)  0.108
H (9.063, -7.018, 3.443)  0.120
H (-6.287, 8.363, -2.473)  0.064
H (-9.163, 1.917, 4.807)  0.084
H (-0.114, -4.553, -6.793)  0.115
H (-0.605, 4.962, 3.542)  0.104
H (-5.894, 0.262, 0.516)  0.079
H (-10.974, 6.607, -1.470)  0.067
H (-0.003, 2.990, 1.032)  0.116
H (10.442, -3.462, 0.520)  0.111
H (9.481, -7.589, 0.468)  0.067
H (-9.889, 7.258, -0.241)  0.085
H (-2.311, 7.541, -3.116)  0.067
H (-9.881, 6.390, -5.222)  0.077
H (-1.939, 5.997, -2.350)  0.085
H (-4.534, 6.640, -3.877)  0.106
H (6.485, -2.573, 0.504)  0.121
H (2.139, -7.024, 0.674)  0.066
H (12.728, -8.566, 2.792)  0.082
H (8.514, -6.291, 1.177)  0.072
H (-1.208, 1.808, 3.606)  0.108
H (2.712, -3.031, 1.463)  0.067
H (3.399, -4.546, 0.878)  0.062
H (1.268, -6.177, -4.600)  0.066
H (-10.073, 9.526, -1.319)  0.118
H (1.487, -4.309, 3.255)  0.117
H (-2.624, 0.155, 1.916)  0.102
H (-1.515, 1.034, -2.732)  0.090
H (1.140, -7.289, -0.760)  0.069
H (3.791, -3.986, 2.508)  0.080
H (11.050, -10.417, 2.469)  0.116
H (9.202, -2.551, 3.163)  0.072
H (-8.420, -0.770, 0.825)  0.079
H (-11.044, 7.228, -4.187)  0.065
H (7.780, -0.499, -0.102)  0.080
H (2.058, -5.825, 2.580)  0.101
H (-10.135, -0.010, 2.983)  0.079
H (1.570, -4.824, -0.406)  0.098

---

Record 4
Molecular formula: C33H31N7O3Re
Method: DFT, ωB97M-V/def2-TZVPD

Properties
Spin multiplicity   2
Charge   0
Kohn-Sham gap (alpha / beta)   5.604 / 5.704 eV
Relative energy (zero: lowest compared OMol25 entry of this formula, charge and spin)   18.1 kcal/mol

Each line ends with the Löwdin spin population.
Positions of all 75 atoms, in Å:
Re (-0.091, 0.093, -0.258)  0.806
O (0.894, 3.600, 1.685)  0.001
O (-1.796, 0.979, -0.655)  0.035
O (0.418, 1.584, 0.924)  0.011
N (1.654, -0.826, 0.300)  0.008
N (0.767, 0.731, -2.057)  0.028
N (-1.011, -0.699, 1.499)  0.004
N (-2.463, 2.302, -4.450)  0.001
N (3.193, -5.226, 7.987)  0.000
N (-1.131, -1.453, -1.403)  0.002
N (-2.057, 0.291, -3.673)  0.001
C (1.597, -1.867, 4.922)  0.000
C (3.865, -1.287, 0.434)  -0.001
C (0.155, 3.201, -1.888)  0.001
C (1.445, -2.517, 3.702)  0.000
C (-4.619, 2.484, -2.401)  0.000
C (1.250, 2.601, 1.111)  0.003
C (2.858, -0.704, -0.314)  0.004
C (1.569, 2.062, -3.691)  0.018
C (2.055, -2.561, 6.029)  0.000
C (-5.359, 2.962, -1.334)  0.005
C (1.951, 0.727, -3.977)  0.021
C (2.357, -3.915, 5.918)  0.000
C (1.757, -3.869, 3.595)  0.000
C (1.892, -1.506, 1.501)  0.003
C (0.844, 2.038, -2.530)  0.011
C (-2.639, 1.442, -3.416)  0.001
C (0.947, -1.767, 2.513)  -0.001
C (1.435, -0.062, -2.985)  0.009
C (-2.552, -1.256, 3.074)  0.001
C (-3.403, 1.824, -2.220)  0.005
C (-2.288, -0.622, 1.830)  0.006
C (-1.484, 0.422, -4.915)  0.000
C (-3.668, 2.133, 0.157)  0.004
C (2.823, -4.643, 7.069)  0.000
C (-0.382, -1.409, 2.521)  0.004
C (-1.356, -1.745, 3.514)  0.004
C (1.538, -1.558, -2.930)  0.000
C (3.261, -1.788, 1.584)  -0.001
C (-2.933, 1.605, -0.913)  0.001
C (2.670, 2.397, 0.644)  0.000
C (-1.726, 1.662, -5.414)  0.000
C (2.207, -4.571, 4.699)  0.000
C (-4.862, 2.796, -0.049)  -0.001
H (-3.253, 2.040, 1.151)  0.000
H (-1.429, -0.968, -2.279)  0.001
H (-5.404, 3.191, 0.800)  0.000
H (2.688, 2.061, -0.393)  0.000
H (-0.921, -0.379, -5.360)  0.000
H (0.755, -2.040, -3.527)  0.000
H (-3.510, -1.328, 3.558)  0.000
H (2.522, 0.379, -4.824)  0.001
H (-0.746, 2.898, -1.361)  0.000
H (-4.987, 2.619, -3.412)  0.000
H (-1.428, 2.144, -6.327)  0.000
H (2.494, -1.876, -3.347)  0.000
H (-2.788, 3.253, -4.476)  0.000
H (1.359, -0.815, 4.999)  0.000
H (3.149, 1.632, 1.259)  0.000
H (-0.121, 3.921, -2.660)  0.000
H (2.949, -0.209, -1.266)  0.000
H (0.785, 3.729, -1.173)  0.000
H (-6.301, 3.464, -1.503)  0.000
H (4.908, -1.323, 0.171)  0.000
H (-0.656, -2.312, -1.660)  0.000
H (-2.995, -0.134, 1.183)  0.000
H (2.443, -5.624, 4.624)  0.000
H (1.489, -1.954, -1.918)  0.000
H (2.180, -2.060, 6.978)  0.000
H (-1.982, -1.702, -0.903)  0.002
H (3.213, 3.332, 0.745)  0.000
H (-1.160, -2.302, 4.414)  0.000
H (3.741, -2.292, 2.406)  0.000
H (1.640, -4.370, 2.643)  0.000
H (1.785, 2.940, -4.280)  0.001

---

Record 5
Molecular formula: C5H12O4P
Method: DFT, ωB97M-V/def2-TZVPD

Properties
Charge   -1
Kohn-Sham gap (alpha / beta)   7.299 / 6.580 eV
Relative energy (zero: lowest compared OMol25 entry of this formula, charge and spin)   112.1 kcal/mol

Each line ends with the natural charge from an NBO analysis.
Positions of all 22 atoms, in Å:
P (2.242, 0.031, -0.737)  1.990
O (3.675, 0.235, -1.135)  -1.181
O (-1.108, -2.201, 0.760)  -0.502
O (1.157, 0.358, -1.787)  -1.179
O (-2.252, -0.611, -0.395)  -0.434
C (-2.748, 0.181, -1.408)  -0.357
C (1.897, 1.037, 0.784)  -0.778
C (-2.374, -2.433, 1.378)  -0.247
C (2.203, 2.401, 0.046)  -0.619
C (-1.095, -1.131, -0.133)  0.403
H (-0.125, -0.900, -0.731)  0.244
H (1.732, 2.438, -0.957)  0.246
H (-2.204, -3.296, 1.874)  0.181
H (-3.074, -2.480, 0.646)  0.182
H (2.440, 0.759, 1.584)  0.200
H (1.841, 3.377, 0.613)  0.161
H (-2.028, 0.830, -2.100)  0.177
H (-3.678, 0.822, -1.137)  0.144
H (2.189, -1.196, -0.212)  -0.212
H (3.203, 2.569, -0.002)  0.210
H (-2.772, -1.666, 1.963)  0.170
H (0.879, 0.874, 1.086)  0.199

---

Record 6
Molecular formula: C26H48F6Li2O21P
Method: DFT, ωB97M-V/def2-TZVPD

Properties
Charge   +1
Kohn-Sham gap   10.082 eV

Each line ends with the Löwdin charge.
Positions of all 104 atoms, in Å:
P (-11.513, -3.393, 19.804)  0.187
F (-11.103, -1.886, 19.449)  -0.118
F (-11.890, -2.873, 21.315)  -0.214
F (-11.079, -3.933, 18.329)  -0.178
F (-13.035, -3.087, 19.310)  -0.147
F (-10.017, -3.733, 20.286)  -0.128
F (-12.012, -4.865, 20.191)  -0.129
O (-8.356, 0.356, 23.171)  0.016
O (-6.330, 0.692, 19.840)  0.040
O (-7.218, -4.924, 16.942)  0.079
O (-11.163, -8.274, 18.489)  0.045
O (-14.833, -4.988, 17.457)  0.061
O (-16.332, -3.794, 18.615)  0.040
O (-8.098, -4.493, 14.929)  0.066
O (-11.971, -6.439, 17.455)  0.032
O (-12.187, -0.337, 22.361)  0.087
O (-13.011, -1.516, 15.276)  0.073
O (-15.831, -5.831, 19.249)  0.050
O (-7.627, -0.931, 18.965)  0.114
O (-8.198, 1.252, 18.913)  0.023
O (-6.926, -6.378, 15.256)  0.176
O (-13.097, 1.637, 21.818)  0.093
O (-11.677, -8.416, 16.431)  0.067
O (-9.438, -1.539, 22.825)  0.061
O (-10.893, 1.396, 21.766)  0.063
O (-12.663, -3.670, 15.770)  0.041
O (-7.325, -1.284, 22.107)  0.025
O (-13.634, -3.006, 13.857)  0.039
C (-12.457, -1.150, 16.551)  -0.208
C (-10.852, -7.095, 14.562)  -0.041
C (-7.404, 0.229, 19.214)  -0.587
C (-7.073, 1.006, 23.295)  0.004
C (-7.182, -3.691, 22.575)  -0.042
C (-10.936, -7.559, 19.712)  -0.001
C (-7.950, -3.733, 17.113)  -0.129
C (-11.643, -7.611, 17.474)  -0.596
C (-15.602, -4.875, 18.384)  -0.599
C (-3.995, 0.209, 19.354)  -0.048
C (-13.825, -4.366, 13.440)  0.001
C (-12.064, 0.794, 22.003)  -0.555
C (-16.134, -2.665, 17.748)  -0.199
C (-8.429, -0.880, 22.707)  -0.591
C (-12.037, -7.826, 15.172)  -0.188
C (-7.371, -5.366, 15.667)  -0.565
C (-8.524, -3.404, 15.724)  -0.109
C (-5.255, -0.232, 20.078)  -0.210
C (-17.333, -1.764, 17.847)  -0.050
C (-12.581, 2.840, 21.255)  -0.102
C (-13.064, -2.803, 15.019)  -0.604
C (-11.150, 2.812, 21.752)  -0.090
C (-16.656, -5.635, 20.365)  -0.039
C (-9.543, 0.921, 18.593)  -0.036
C (-12.500, 0.344, 16.686)  -0.048
C (-7.340, -2.605, 21.529)  -0.189
Li (-11.508, -2.143, 23.119)  0.808
Li (-12.809, -4.683, 17.467)  0.643
H (-11.828, 0.846, 15.997)  0.087
H (-5.549, -1.255, 19.865)  0.099
H (-7.400, -2.884, 17.522)  0.109
H (-13.087, 3.763, 21.528)  0.140
H (-8.288, -2.738, 21.010)  0.097
H (-12.278, -8.676, 14.532)  0.128
H (-3.228, -0.535, 19.580)  0.086
H (-10.297, -6.698, 19.507)  0.094
H (-9.826, -0.005, 19.091)  0.077
H (-8.763, -3.828, 17.833)  0.103
H (-14.468, -4.288, 12.570)  0.102
H (-8.101, -3.840, 23.142)  0.073
H (-16.344, -4.776, 20.962)  0.103
H (-13.020, -1.636, 17.347)  0.098
H (-7.029, -4.648, 22.073)  0.089
H (-3.639, 1.160, 19.750)  0.081
H (-11.880, -7.180, 20.084)  0.087
H (-10.029, -7.810, 14.505)  0.093
H (-10.164, 1.725, 18.986)  0.083
H (-18.238, -2.287, 17.540)  0.087
H (-12.882, -4.834, 13.165)  0.095
H (-13.530, 0.685, 16.544)  0.088
H (-10.413, -8.256, 20.351)  0.102
H (-8.167, -2.440, 15.365)  0.129
H (-12.275, 0.622, 17.717)  0.068
H (-4.111, 0.304, 18.276)  0.083
H (-15.956, -2.989, 16.722)  0.128
H (-12.648, 2.769, 20.167)  0.132
H (-11.435, -1.535, 16.614)  0.122
H (-16.588, -6.490, 21.035)  0.102
H (-17.707, -5.506, 20.109)  0.104
H (-5.041, -0.161, 21.146)  0.120
H (-17.478, -1.381, 18.855)  0.084
H (-9.675, 0.853, 17.516)  0.094
H (-17.171, -0.924, 17.171)  0.086
H (-6.318, 0.313, 23.649)  0.102
H (-11.057, -6.698, 13.573)  0.078
H (-7.232, 1.754, 24.069)  0.099
H (-12.959, -7.252, 15.274)  0.118
H (-9.606, -3.335, 15.856)  0.109
H (-10.503, -6.309, 15.236)  0.069
H (-15.226, -2.155, 18.081)  0.116
H (-6.507, -2.644, 20.836)  0.110
H (-10.400, 3.279, 21.116)  0.137
H (-6.338, -3.471, 23.227)  0.087
H (-11.028, 3.238, 22.750)  0.141
H (-6.839, 1.476, 22.345)  0.093
H (-14.315, -4.941, 14.223)  0.096

---

no.,maximum force (eV/Å)
1,3.35
2,7.85
3,7.25
4,1.08
5,5.08
6,1.76